DFT (the ωB97M-V functional and the def2-TZVPD basis) results for a structure of composition C26H25BrClN2O3V.

<S²> ... 2.063
Energy relative to the best compared isomer or geometry (same formula, charge and spin) ... 34.13 kcal/mol
Total charge ... -2
E ... -5319.19157 a.u.
Molecular weight ... 579.8 g mol⁻¹
Spin multiplicity ... 3
Frontier orbital gap (spin up / spin down) ... 4.315 / 4.295 eV

Element x y z (Å)
V (-0.11, 0.18, -1.93)
O (5.09, -2.99, -0.51)
C (3.92, -2.34, -0.80)
C (2.73, -3.06, -0.99)
C (1.58, -2.36, -1.28)
N (1.58, -1.02, -1.36)
C (2.70, -0.35, -1.19)
Br (2.63, 1.45, -2.96)
C (3.92, -0.96, -0.91)
H (4.91, -3.93, -0.46)
H (2.72, -4.14, -0.93)
H (0.64, -2.85, -1.45)
H (4.82, -0.39, -0.77)
C (-2.58, -2.59, -0.93)
C (-2.49, -1.11, -0.53)
C (-2.36, -0.96, 0.99)
C (-3.72, -0.35, -1.04)
N (-1.33, -0.55, -1.14)
H (-3.52, -3.03, -0.58)
H (-1.76, -3.15, -0.48)
H (-2.52, -2.69, -2.01)
H (-3.22, -1.42, 1.50)
H (-2.30, 0.09, 1.26)
H (-1.45, -1.45, 1.34)
H (-4.63, -0.73, -0.56)
H (-3.81, -0.47, -2.12)
H (-3.61, 0.71, -0.81)
C (0.66, 1.91, 0.70)
C (1.05, 1.98, 1.84)
C (1.49, 2.05, 3.19)
C (2.58, 2.94, 3.49)
C (2.96, 3.96, 2.57)
C (4.01, 4.82, 2.81)
C (4.77, 4.74, 3.98)
C (4.44, 3.73, 4.88)
C (3.40, 2.85, 4.65)
C (0.80, 1.23, 4.15)
C (-0.02, 0.16, 3.72)
C (-0.73, -0.63, 4.60)
C (-0.68, -0.41, 5.98)
C (0.08, 0.66, 6.42)
C (0.80, 1.46, 5.55)
H (2.40, 4.04, 1.65)
H (4.24, 5.58, 2.07)
H (5.59, 5.42, 4.17)
H (5.04, 3.60, 5.78)
H (3.23, 2.05, 5.35)
H (-0.09, -0.04, 2.66)
H (-1.33, -1.45, 4.21)
H (-1.24, -1.03, 6.67)
H (0.12, 0.90, 7.49)
H (1.33, 2.31, 5.95)
Cl (-0.25, -0.86, -4.06)
C (-0.99, 2.16, -2.42)
C (-1.06, 2.38, -1.02)
O (-1.86, 2.69, -0.20)
O (0.25, 1.75, -0.54)
H (-1.91, 2.31, -2.97)
H (-0.07, 2.49, -2.90)

---

DFT (the ωB97M-V functional and the def2-TZVPD basis) results for a structure of composition C26H25Cl2FMgN5OS.

Energy relative to the best compared isomer or geometry (same formula, charge and spin) ... 73.21 kcal/mol
Total charge ... -1
E ... -2973.26862 a.u.
Molecular weight ... 569.8 g mol⁻¹
Spin multiplicity ... 1
Frontier orbital gap ... 5.505 eV

Element x y z (Å)
Mg (0.31, 0.16, 0.16)
Cl (0.24, -2.40, -0.02)
C (2.00, -2.51, 0.16)
C (2.58, -3.74, -0.07)
C (3.95, -3.90, 0.04)
C (4.70, -2.77, 0.37)
C (4.12, -1.55, 0.59)
Cl (5.21, -0.22, 0.96)
C (2.67, -1.26, 0.53)
N (2.10, -0.11, 0.78)
H (1.94, -4.58, -0.33)
H (4.42, -4.86, -0.13)
H (5.78, -2.84, 0.45)
C (-5.68, -1.30, -1.57)
N (-4.99, -1.10, -0.31)
N (-4.23, 0.10, -0.27)
C (-2.93, -0.19, 0.34)
O (-1.78, 0.17, -0.47)
C (-3.02, -1.64, 0.65)
C (-4.18, -2.11, 0.19)
C (-4.67, -3.52, 0.16)
C (-4.90, 1.23, 0.41)
C (-4.82, 2.57, -0.39)
C (-6.11, 3.29, -0.61)
C (-7.24, 2.90, -0.04)
C (-7.29, 1.70, 0.82)
C (-6.24, 0.91, 0.99)
H (-6.18, -0.37, -1.83)
H (-6.44, -2.07, -1.45)
H (-5.00, -1.57, -2.39)
H (-2.24, -2.20, 1.14)
H (-3.94, -4.17, 0.64)
H (-4.80, -3.86, -0.87)
H (-5.63, -3.62, 0.67)
H (-4.28, 2.43, -1.32)
H (-6.09, 4.15, -1.28)
H (-8.16, 3.45, -0.21)
H (-8.23, 1.46, 1.31)
H (-6.30, 0.02, 1.61)
S (2.12, 3.22, -0.97)
C (2.37, 3.01, 0.68)
N (1.44, 3.14, 1.65)
C (1.88, 2.53, 2.90)
C (3.38, 2.32, 2.66)
N (3.55, 2.72, 1.27)
H (0.47, 3.09, 1.38)
H (1.37, 1.58, 3.05)
H (1.68, 3.19, 3.75)
H (3.64, 1.27, 2.79)
H (3.99, 2.93, 3.32)
H (4.22, 2.24, 0.69)
F (-4.43, 4.16, 1.44)
C (-3.83, 3.14, 0.69)
C (-3.87, 1.80, 1.44)
C (-2.63, 0.93, 1.37)
C (-1.46, 1.36, 0.49)
C (-1.56, 2.70, -0.14)
C (-2.53, 3.58, 0.13)
H (-4.27, 1.92, 2.45)
H (-2.34, 0.56, 2.36)
H (-0.73, 3.03, -0.76)
H (-2.47, 4.61, -0.20)